[1]
Below is a molecular structure, C20H27FN4O2, with properties calculated with the ωB97M-V functional and the def2-TZVPD basis.

Cartesian coordinates (Å):
O (-1.984, -1.104, -1.023)
C (-2.895, -0.804, -0.536)
N (-3.378, 0.559, -0.406)
C (-4.719, 0.456, 0.257)
O (-5.452, 1.278, 0.261)
N (-5.052, -0.863, 0.792)
C (-4.134, -1.831, 0.336)
C (-4.936, -2.582, -0.838)
H (-4.506, -3.541, -1.011)
H (-5.071, -2.148, -1.675)
C (-6.260, -2.516, 0.130)
H (-7.175, -2.825, -0.612)
H (-6.079, -3.702, 0.727)
C (-6.301, -1.275, 0.875)
H (-7.055, -0.707, 0.239)
H (-6.673, -1.520, 2.012)
H (-3.507, -2.452, 1.000)
C (-2.926, 1.603, -0.806)
H (-3.565, 2.470, -1.241)
C (-1.993, 2.319, 0.282)
H (-2.618, 2.776, 0.823)
C (-1.069, 3.334, -0.292)
C (0.166, 2.592, -1.106)
N (0.763, 1.618, -0.064)
C (1.142, 0.438, -1.038)
C (1.709, -0.642, 0.312)
N (2.796, -0.296, 0.989)
C (4.097, -0.239, 0.505)
C (5.004, 0.519, 0.601)
C (6.401, 0.178, 0.175)
C (6.659, -0.976, -0.300)
C (5.635, -2.086, -0.338)
C (4.423, -1.677, 0.204)
H (3.623, -2.621, 0.216)
H (5.876, -3.143, -0.476)
F (7.945, -1.216, -0.600)
H (7.173, 0.970, -0.104)
H (4.888, 1.604, 1.010)
C (2.439, 1.241, 1.530)
C (1.871, 2.274, 0.503)
H (1.787, 3.031, 1.004)
H (2.670, 2.387, -0.074)
H (3.206, 1.568, 2.089)
H (1.581, 0.919, 2.246)
H (1.741, -1.581, -0.172)
H (0.982, -0.839, 1.048)
H (0.324, -0.266, -1.196)
H (2.063, 0.185, -1.533)
H (0.911, 3.287, -1.703)
H (-0.381, 1.964, -1.935)
H (-1.416, 3.961, -1.199)
H (-0.493, 3.886, 0.299)
H (-1.214, 1.535, 0.555)
H (-2.252, 1.268, -1.669)

Gap between HOMO and LUMO, eV: 8.369
Energy relative to the best compared isomer or geometry (same formula, charge and spin), kJ/mol: 1701.4
Highest occupied orbital energy, eV: -7.671
Total energy, hartree: -1247.08703

---

[2]
Below is a molecular structure, C20H27N2O4PRu, with properties calculated with the ωB97M-V functional and the def2-TZVPD basis.

Cartesian coordinates (Å):
C (0.489, 3.193, -3.212)
C (-0.764, 2.843, -2.733)
C (-0.925, 1.702, -1.946)
C (0.187, 0.924, -1.575)
C (1.440, 1.281, -2.096)
C (1.589, 2.412, -2.896)
C (-2.312, 1.345, -1.531)
C (-2.522, -0.152, -1.347)
N (-1.838, -0.950, -2.443)
Ru (0.037, -0.765, -0.411)
C (2.646, 0.458, -1.815)
P (2.068, -1.109, -1.011)
H (-1.654, 3.432, -2.970)
H (2.589, 2.629, -3.266)
H (0.606, 4.071, -3.841)
H (3.326, 0.983, -1.121)
H (3.205, 0.235, -2.738)
H (-2.529, 1.810, -0.558)
H (-3.055, 1.750, -2.242)
H (-2.153, -0.504, -0.357)
C (3.400, -1.379, 0.166)
C (2.261, -2.342, -2.326)
H (-3.583, -0.421, -1.446)
C (-2.225, -0.522, -3.848)
C (-2.076, -2.402, -2.181)
H (1.041, -1.855, 0.459)
H (-2.665, -1.375, -4.369)
H (-2.961, 0.285, -3.827)
H (-1.337, -0.185, -4.409)
H (-2.317, -2.907, -3.119)
H (-1.194, -2.839, -1.689)
H (-2.943, -2.461, -1.520)
H (3.323, -2.598, -2.448)
H (1.688, -3.217, -1.981)
H (1.840, -1.972, -3.274)
H (4.379, -1.371, -0.329)
H (3.322, -0.592, 0.929)
H (3.178, -2.349, 0.621)
H (-0.806, -0.803, -2.450)
O (-1.458, 1.393, 1.547)
C (-0.468, 0.810, 1.983)
O (0.436, 0.162, 1.269)
C (-0.159, 0.722, 3.473)
C (0.844, -0.133, 3.986)
C (0.925, -0.401, 5.345)
C (-0.014, 0.174, 6.223)
C (-0.915, 1.152, 5.752)
C (-0.999, 1.400, 4.380)
N (-0.212, -0.377, 7.526)
O (0.511, -1.331, 7.892)
O (-1.114, 0.100, 8.253)
H (1.530, -0.616, 3.293)
H (1.661, -1.089, 5.747)
H (-1.577, 1.646, 6.463)
H (-1.749, 2.108, 4.019)

Gap between HOMO and LUMO (alpha / beta), eV: 5.962 / 3.288
Energy relative to the best compared isomer or geometry (same formula, charge and spin), kJ/mol: 0.0
⟨S²⟩: 6.08
Net charge: +2
Spin multiplicity: 5
Highest occupied orbital energy (alpha / beta), eV: -13.628 / -14.287
Total energy, hartree: -1624.14718